Entry 1:
The following is a DFT calculation (the ωB97M-V functional and the def2-TZVPD basis) of a molecular structure, C5H8.

Results
relative energy (zero: lowest compared OMol25 entry of this formula, charge and spin) = 3.3811 eV
E_HOMO = -8.36 eV
multiplicity = 1
total charge = 0
Kohn-Sham gap = 0.35284 hartree

Element x y z (Å)
C: 0.560 -0.288 0.100
C: 1.358 0.754 -0.522
C: -0.832 -0.463 -1.051
C: -1.459 -0.575 0.112
C: -0.527 0.021 1.117
H: 2.058 1.034 0.266
H: 1.211 -1.117 0.484
H: 0.697 1.573 -0.811
H: 1.841 0.299 -1.394
H: -1.400 -0.670 -2.004
H: -2.297 -1.190 0.357
H: -0.691 1.099 1.256
H: -0.520 -0.476 2.090

Cartesian forces (eV/Å) of the 2 atoms listed first:
-1.18 -0.51 -2.01
0.97 0.75 0.45

Now the Löwdin charges, all in e: -0.293, -0.138, 0.013, -0.193, -0.180, 0.080, 0.145, 0.086, 0.088, 0.089, 0.083, 0.116, 0.103

---

Entry 2:
The following is a DFT calculation (the ωB97M-V functional and the def2-TZVPD basis) of 2 unconnected molecules or ions with the total composition C4H5N3.

Results
relative energy (zero: lowest compared OMol25 entry of this formula, charge and spin) = 8.0963 eV
E_HOMO (spin up / spin down) = -8.90 / -7.70 eV
multiplicity = 1
total charge = 0
Kohn-Sham gap (spin up / spin down) = 0.31227 / 0.28416 hartree

Element x y z (Å)
N: 1.215 -0.355 -1.183
C: -0.247 0.938 -0.252
C: -1.379 0.564 -0.897
N: -0.642 -0.477 -0.221
C: -0.462 -0.823 1.084
N: 0.170 0.104 1.790
C: 0.308 1.192 1.006
H: 0.873 -1.152 -1.725
H: 1.866 -0.760 -0.503
H: -1.743 0.471 -1.909
H: -0.672 -1.824 1.436
H: 0.713 2.124 1.373

Cartesian forces (eV/Å) of the 2 atoms listed first:
1.13 -0.34 -0.77
0.04 0.15 0.70

Now the Löwdin charges, all in e: 0.057, -0.207, 0.058, -0.044, -0.180, 0.086, -0.107, 0.007, 0.018, 0.091, 0.116, 0.105

---

no.,maximum force (Eh/bohr)
1,0.0464
2,0.0273